Entry P
C8H15NOS2 | ωB97M-V/def2-TZVPD

The value obtained for the HOMO-LUMO gap is 8.43 eV. Its SMILES is NC(=O)CCCC[C@H]1CCSS1.

Each line ends with the Mulliken charge.
CARTESIAN COORDINATES (ANGSTROEM)
S1 -2.326 1.568 -0.452  -0.15
C1 1.379 1.616 -0.145  0.55
H1 -3.485 0.296 1.228  0.36
H2 -2.466 1.587 1.920  0.44
S2 -1.907 -0.232 -1.384  -0.22
N1 0.890 2.819 -0.529  -0.36
C2 1.226 -1.494 0.258  -0.56
C3 -1.359 -0.191 1.311  -0.62
H3 1.198 -0.855 1.138  0.34
H4 -0.179 -2.393 -1.111  0.34
H5 2.994 -0.615 -0.528  0.34
H6 -0.425 0.372 1.303  0.12
C4 -1.408 -1.169 0.146  0.16
C5 1.394 0.594 -1.265  -0.41
H7 -0.320 -2.927 0.555  0.39
H8 -1.426 -0.742 2.251  0.34
C6 -0.168 -2.046 -0.075  -0.99
H9 -2.261 -1.843 0.284  0.54
C7 1.966 -0.764 -0.864  -0.92
H10 0.447 2.948 -1.421  0.21
C8 -2.512 0.787 1.184  -0.79
H11 1.842 -2.358 0.520  0.36
H12 0.779 3.541 0.163  0.24
H13 0.377 0.477 -1.641  0.05
H14 1.994 1.007 -2.080  0.49
H15 1.991 -1.401 -1.752  0.37
O1 1.766 1.418 0.987  -0.64

Entry Q
C8H15NOS2 | ωB97M-V/def2-TZVPD

The value obtained for the HOMO-LUMO gap is 8.59 eV.

Each line ends with the Mulliken charge.
CARTESIAN COORDINATES (ANGSTROEM)
S1 -5.576 -1.181 0.261  -0.19
H1 -0.279 2.652 0.810  0.30
C1 -1.274 0.564 0.614  -0.46
C2 -2.151 1.375 -0.425  -0.25
H2 -2.007 0.462 1.572  0.31
C3 0.859 1.183 -0.487  -0.24
H3 2.978 0.340 1.499  0.21
H4 4.392 1.062 0.633  0.44
H5 1.960 2.551 0.990  0.23
S2 3.579 -0.839 -0.446  0.44
H6 0.883 -1.165 -0.097  0.61
H7 -2.522 2.233 0.260  0.31
O1 4.850 -1.482 0.013  -0.61
H8 2.088 -1.560 1.321  0.34
H9 0.923 0.120 -0.472  -0.27
H10 0.510 1.082 1.850  0.22
C4 2.254 1.754 -0.082  -0.51
C5 0.076 1.517 0.743  -0.67
C6 3.400 0.636 0.485  -0.65
H11 -1.325 1.774 -1.216  0.17
N1 -3.315 0.292 -1.032  -0.41
H12 2.801 2.406 -0.928  0.28
C7 -4.335 -0.167 -0.277  0.26
H13 1.695 -2.767 0.027  0.35
H14 0.364 1.852 -1.190  0.43
C8 2.030 -1.602 0.245  -0.85
H15 -1.249 -0.473 0.116  0.22

Entry R
C8H15NOS2 | ωB97M-V/def2-TZVPD

The value obtained for the HOMO-LUMO gap is 8.95 eV.

Each line ends with the Mulliken charge.
CARTESIAN COORDINATES (ANGSTROEM)
H1 2.408 -1.855 -0.569  0.50
C1 1.223 -0.657 0.625  -0.47
H2 -4.136 0.646 0.774  0.25
H3 0.196 -2.433 1.230  0.35
C2 -0.075 -1.464 0.675  -0.25
H4 -3.308 -0.633 -0.032  0.31
C3 -1.129 2.270 0.542  -0.78
H5 -0.642 -0.752 1.342  -0.04
H6 0.170 1.820 -0.134  0.43
H7 0.796 0.430 0.600  -0.20
H8 1.778 -0.633 -1.579  0.31
N1 3.528 -0.123 -0.438  -0.37
O1 0.155 0.837 -1.673  -0.58
C4 -1.934 1.255 -0.237  0.39
C5 -0.883 -1.623 -0.592  -0.78
C6 4.735 0.196 -0.201  0.47
C7 2.268 -0.848 -0.629  -0.75
S1 -1.098 0.008 -1.316  0.23
H9 -0.178 -2.052 -1.422  0.33
H10 -1.428 3.844 -0.011  0.30
H11 2.111 -0.881 1.250  0.53
S2 6.258 0.675 -0.217  -0.34
H12 -2.371 -0.012 1.397  0.21
H13 -2.525 1.975 -0.974  0.35
C8 -2.992 0.328 0.401  -1.24
H14 -1.707 -2.202 -0.484  0.65
H15 -1.221 1.884 1.672  0.20

Relative energies, unit eV: entry P 0.000; entry Q 9.712; entry R 10.919

Entry P
C4H5NS3 | ωB97M-V/def2-TZVPD

The value obtained for the HOMO-LUMO gap is 8.29 eV. Its SMILES is S=C1CCSC(=S)N1.

Each line ends with the Mulliken charge.
CARTESIAN COORDINATES (ANGSTROEM)
H1 1.369 1.331 -1.242  0.30
C1 -1.105 -0.397 0.036  0.24
C2 0.233 2.055 0.422  -0.55
C3 1.345 -0.142 0.125  0.21
S1 2.639 -1.077 -0.135  -0.32
S2 -2.356 -1.426 -0.027  -0.29
S3 -1.309 1.372 -0.246  -0.09
N1 0.141 -0.737 0.435  -0.20
H2 0.230 3.134 0.093  0.32
C4 1.351 1.298 -0.166  -0.62
H3 0.236 2.006 1.537  0.31
H4 2.341 1.643 0.097  0.38
H5 0.322 -1.748 0.509  0.29

Entry Q
C4H5NS3 | ωB97M-V/def2-TZVPD

The value obtained for the HOMO-LUMO gap is 7.44 eV.

Each line ends with the Mulliken charge.
CARTESIAN COORDINATES (ANGSTROEM)
H1 2.894 -1.268 1.410  0.36
S1 1.723 0.969 -0.592  0.10
H2 -1.351 2.092 1.145  0.29
N1 0.691 1.806 0.398  -0.41
C1 1.899 -1.475 1.273  -1.02
S2 -0.313 -1.173 -0.690  -0.01
C2 -0.497 1.414 0.650  -0.05
S3 -2.746 -0.054 0.120  -0.24
C3 1.364 -0.792 -0.165  -0.25
C4 -1.106 0.138 0.053  0.30
H3 1.180 -1.180 2.071  0.29
H4 1.840 -2.558 1.248  0.35
H5 2.023 -1.323 -0.949  0.31

Relative energies, unit eV: entry P 0.000; entry Q 2.019

Entry P
C11H13NO | ωB97M-V/def2-TZVPD

The value obtained for the HOMO-LUMO gap (alpha / beta) is 7.06 / 8.10 eV.

Each line ends with the Mulliken charge.
CARTESIAN COORDINATES (ANGSTROEM)
H1 -0.336 -2.743 0.788  0.36
C1 1.138 1.474 0.154  -0.53
C2 0.450 0.296 -0.201  0.98
C3 -2.049 -0.426 1.778  -0.22
O1 1.447 -2.108 -1.717  -0.49
C4 -0.214 0.278 -1.443  -0.51
C5 0.597 2.479 -1.958  -0.48
C6 -2.742 0.235 0.912  -0.51
H2 1.764 3.423 -0.428  0.39
H3 -3.778 0.549 1.037  0.28
H4 0.334 -3.689 -1.101  0.38
H5 0.845 0.115 2.548  0.42
H6 0.621 -1.631 2.640  0.41
H7 -2.304 0.538 -0.036  0.14
C7 0.403 -0.825 0.668  0.23
H8 -0.772 -0.597 -1.738  0.44
N1 0.121 -2.102 0.153  0.05
C8 1.211 2.539 -0.713  -0.70
H9 -0.607 1.297 -3.273  0.38
H10 0.682 3.306 -2.648  0.39
C9 -0.121 1.348 -2.309  -0.67
H11 1.647 1.533 1.103  0.32
H12 2.108 -0.975 1.959  0.38
C10 1.027 -0.824 2.034  -1.59
H13 -2.157 -0.846 2.751  0.35
C11 0.683 -2.645 -0.960  -0.18

Entry Q
C11H13NO | ωB97M-V/def2-TZVPD

The value obtained for the HOMO-LUMO gap is 9.18 eV. Its SMILES is C#CC[N@+](C)([O-])Cc1ccccc1.

Each line ends with the Mulliken charge.
CARTESIAN COORDINATES (ANGSTROEM)
C1 -0.819 0.809 1.877  -1.08
C2 2.259 2.707 -0.467  -0.57
C3 -2.191 0.715 -0.470  0.12
H1 -0.519 -2.171 1.620  0.44
H2 1.318 -1.438 0.818  0.33
C4 -0.583 -1.527 2.390  -1.26
C5 1.864 1.852 0.512  -0.44
H3 2.184 3.188 -2.506  0.27
C6 1.407 0.154 -1.217  -0.43
H4 2.778 3.609 -0.035  0.29
H5 -1.621 -1.407 2.564  0.37
H6 1.973 2.090 1.535  0.45
H7 -1.594 0.780 2.732  0.44
C7 1.920 2.379 -1.778  -0.28
C8 1.346 -0.483 1.293  -0.95
H8 -0.052 -2.111 3.142  0.41
C9 1.509 1.163 -2.229  -0.78
C10 -1.626 0.675 0.601  -0.41
N1 0.173 -0.234 2.235  1.16
H9 1.332 -0.881 -1.563  0.30
H10 -2.767 0.939 -1.336  0.46
H11 -0.196 1.788 1.867  0.35
H12 1.400 0.901 -3.221  0.52
C11 1.507 0.549 0.181  0.89
H13 2.253 -0.332 1.874  0.31
O1 0.503 0.047 3.338  -0.90

Relative energies, unit eV: entry P 0.000; entry Q 3.293

Entry P
C4H5ClO2S | ωB97M-V/def2-TZVPD

The value obtained for the HOMO-LUMO gap is 9.52 eV. Its SMILES is O=C[C@@]1(O)[C@@H](S)[C@@H]1Cl.

Each line ends with the Mulliken charge.
CARTESIAN COORDINATES (ANGSTROEM)
H1 -0.040 0.152 2.046  0.32
Cl1 -2.287 1.389 0.560  -0.19
H2 2.263 0.912 -0.167  0.14
H3 0.359 -1.976 -1.511  0.38
S1 2.026 0.902 1.161  -0.22
H4 -2.036 -1.222 0.138  0.37
C1 0.312 0.398 1.028  -0.28
C2 -0.669 0.969 0.065  -0.26
C3 0.500 -0.918 -1.201  -0.25
H5 -0.257 1.551 -0.740  0.37
C4 -0.299 -0.509 -0.016  0.70
O1 1.293 -0.167 -1.791  -0.54
O2 -1.167 -1.482 0.427  -0.53

Entry Q
C4H5ClO2S | ωB97M-V/def2-TZVPD

The value obtained for the HOMO-LUMO gap is 9.36 eV. Its SMILES is O=C(S)[C@@]1(O)C[C@@H]1Cl.

Each line ends with the Mulliken charge.
CARTESIAN COORDINATES (ANGSTROEM)
C1 0.212 0.574 0.218  0.42
Cl1 2.634 -0.360 -0.692  -0.18
H1 -2.362 -1.166 -1.301  0.18
H2 0.524 -1.432 -0.942  0.29
S1 -1.641 -1.271 -0.204  -0.29
H3 0.035 2.270 -0.446  0.38
C2 0.645 -0.391 1.174  -0.88
C3 1.061 -0.638 -0.329  0.02
O1 -1.957 1.388 -0.765  -0.61
H4 -0.130 -1.058 1.680  0.13
C4 -1.190 0.400 -0.370  0.78
H5 1.482 -0.054 1.805  0.34
O2 0.686 1.738 0.171  -0.58

Relative energies, unit eV: entry P 0.000; entry Q 1.359

Entry P
C3H11N2O | ωB97M-V/def2-TZVPD

As for the expectation value of S²: 0.7551. The value obtained for the HOMO-LUMO gap (alpha / beta) is 4.70 / 6.92 eV. As for the multiplicity: 2.

Each line ends with the Mulliken charge.
CARTESIAN COORDINATES (ANGSTROEM)
H1 0.712 -0.230 -1.978  0.37
H2 -2.468 0.937 -0.540  0.30
H3 2.436 -0.441 1.118  0.32
N1 -0.340 0.080 2.359  -0.51
O1 -2.580 0.760 -1.483  -0.70
C1 2.073 -0.467 0.089  -1.28
C2 0.581 -0.438 0.131  -0.12
H4 -0.859 1.163 0.582  0.18
H5 -0.864 -0.168 -1.427  0.25
N2 0.048 -0.610 -1.305  -0.23
H6 -0.079 -1.597 -1.509  0.37
H7 2.553 0.421 -0.372  0.30
H8 2.490 -1.346 -0.408  0.31
H9 0.466 -0.414 2.712  0.24
C3 -0.310 0.281 0.944  -0.34
H10 -3.441 1.101 -1.743  0.31
H11 -0.419 0.968 2.831  0.24

Entry Q
C3H11N2O | ωB97M-V/def2-TZVPD

As for the expectation value of S²: 0.7509. The value obtained for the HOMO-LUMO gap (alpha / beta) is 4.01 / 11.31 eV. As for the multiplicity: 2.

Each line ends with the Mulliken charge.
CARTESIAN COORDINATES (ANGSTROEM)
H1 -3.609 -0.795 -1.105  0.28
H2 2.751 -1.655 0.330  0.22
C1 -2.889 0.229 -1.354  -1.21
H3 -1.946 0.124 -2.111  0.41
H4 -2.328 -1.130 0.112  0.86
N1 -2.210 -0.086 0.020  -1.61
O1 0.552 0.703 0.489  -0.37
H5 2.867 1.718 1.008  0.39
C2 1.614 0.139 0.509  0.46
C3 2.906 0.751 0.591  -1.47
H6 1.157 -1.938 0.414  0.25
H7 -2.612 0.497 0.710  0.47
N2 1.840 -1.249 0.520  -0.40
H8 3.506 1.039 -0.238  0.34
H9 -1.174 0.382 0.161  0.52
H10 3.372 0.267 1.348  0.44
H11 -3.798 1.005 -1.403  0.42

Relative energies, unit eV: entry P 0.000; entry Q 1.368

Entry P
C5H22N2O6 | ωB97M-V/def2-TZVPD

The value obtained for the HOMO-LUMO gap is 9.33 eV. Its SMILES is CCNCCNC=O.O.O.O.O.O.

Each line ends with the Mulliken charge.
CARTESIAN COORDINATES (ANGSTROEM)
O1 -0.449 2.921 1.062  -0.67
C1 0.757 -1.249 0.994  -0.28
H1 0.860 -0.145 1.223  -0.02
N1 -1.387 -0.343 1.797  -0.03
C2 -1.577 -0.050 3.217  -0.71
O2 1.400 0.807 -3.215  -0.69
O3 -1.078 -0.218 -2.752  -0.62
C3 -0.659 -1.574 1.470  -0.84
N2 0.836 -1.275 -0.470  0.27
H2 2.038 0.230 -2.763  0.37
H3 -1.876 0.119 -0.873  0.24
H4 0.544 0.465 3.203  0.22
H5 1.931 3.443 -0.513  0.29
C4 -0.348 0.717 3.785  -0.87
H6 -2.826 -0.753 -1.564  0.35
O4 -2.552 -0.536 -0.675  -0.68
O5 1.837 2.559 -0.878  -0.66
H7 0.358 -0.618 -1.086  -0.03
H8 2.314 -2.819 -0.836  0.38
H9 -0.232 -0.133 -3.243  0.30
H10 1.475 1.634 -2.722  0.32
O6 1.972 -1.553 -2.335  -0.67
C5 1.836 -1.908 -1.163  -0.01
H11 -1.757 -0.357 -3.430  0.25
H12 -2.167 -0.093 1.223  0.34
H13 1.075 2.184 -0.421  0.38
H14 -1.598 -1.025 3.724  0.29
H15 -0.708 -2.208 2.386  0.31
H16 -0.005 0.448 4.803  0.36
H17 -1.241 -2.203 0.758  0.36
H18 -1.177 3.500 1.285  0.29
H19 -0.413 1.770 3.603  0.27
H20 1.544 -1.848 1.416  0.45
H21 -0.756 2.003 1.016  0.32
H22 -2.557 0.380 3.435  0.43

Entry Q
C5H22N2O6 | ωB97M-V/def2-TZVPD

The value obtained for the HOMO-LUMO gap is 10.05 eV. Its SMILES is C[C@H](CCN)NC=O.O.O.O.O.O.

Each line ends with the Mulliken charge.
CARTESIAN COORDINATES (ANGSTROEM)
H1 -1.257 3.255 2.609  0.25
H2 -0.103 1.503 -2.210  0.42
O1 4.537 0.829 -0.954  -0.68
C1 0.350 -1.829 -1.522  -0.85
H3 1.423 -1.891 0.678  0.14
H4 -0.449 1.923 2.284  0.39
O2 -1.864 -0.116 3.211  -0.68
C2 1.595 -2.666 -1.191  -0.68
N1 0.397 0.209 -0.108  0.48
H5 -3.865 2.192 2.272  0.29
H6 -3.497 1.112 -1.067  0.26
H7 1.530 -3.706 -1.499  0.41
O3 -1.224 2.467 2.058  -0.62
H8 -1.825 0.773 2.833  0.32
H9 -4.510 0.908 1.886  0.33
C3 0.651 -0.332 -1.463  0.56
O4 1.092 0.988 1.900  -0.68
H10 0.080 -2.085 -2.549  0.43
H11 -0.477 -2.092 -0.858  0.21
H12 -1.265 0.165 -2.160  0.31
N2 2.065 -2.476 0.170  -0.42
H13 -1.082 -0.515 2.808  0.36
H14 -0.565 0.492 0.060  0.01
H15 1.705 -0.115 -1.625  0.09
O5 -2.725 0.784 -0.599  -0.59
H16 4.924 1.039 -0.099  0.32
O6 -4.294 1.772 1.514  -0.67
H17 2.400 0.531 0.522  0.03
C4 1.336 0.572 0.763  0.14
H18 3.685 0.422 -0.802  0.42
H19 -2.907 0.899 0.344  0.30
H20 -0.063 0.220 -3.470  0.41
H21 2.337 -2.301 -1.918  0.27
C5 -0.255 0.450 -2.424  -1.56
H22 2.118 -3.382 0.607  0.27

Relative energies, unit eV: entry P 0.902; entry Q 0.000

Entry P
C7H7N2O2 | ωB97M-V/def2-TZVPD

The net charge is -1. The value obtained for the HOMO-LUMO gap is 8.19 eV.

Each line ends with the Mulliken charge.
CARTESIAN COORDINATES (ANGSTROEM)
H1 2.082 -0.845 -0.360  0.25
C1 -0.022 0.663 -2.256  -0.65
C2 1.460 -1.306 2.309  0.53
H2 1.961 -0.146 -2.857  0.37
H3 -2.108 2.236 -0.953  0.29
H4 -2.134 1.139 0.445  0.31
O1 2.275 -1.597 1.430  -0.74
C3 1.196 0.044 -2.125  -0.70
O2 1.513 -1.442 3.537  -0.70
C4 -0.646 0.662 -0.982  0.75
C5 -1.995 1.197 -0.632  -1.20
C6 0.250 0.059 -0.142  -0.30
N1 -0.990 -0.497 2.421  -0.57
C7 0.110 -0.669 1.892  0.40
N2 1.344 -0.321 -0.822  0.10
H5 -1.078 -0.857 3.374  0.26
H6 -2.785 0.614 -1.113  0.23
H7 -0.435 1.063 -3.167  0.38

Entry Q
C7H7N2O2 | ωB97M-V/def2-TZVPD

The net charge is -1. The value obtained for the HOMO-LUMO gap is 6.61 eV. Its SMILES is Cc1nc(/C=C/C(=O)[O-])c[nH]1.

Each line ends with the Mulliken charge.
CARTESIAN COORDINATES (ANGSTROEM)
O1 0.204 4.379 -1.401  -0.79
O2 -1.963 4.052 -0.807  -0.71
C1 0.486 1.507 -0.837  -0.70
N1 -0.460 -0.481 0.424  -0.49
C2 -0.114 -1.692 0.696  0.31
H1 1.402 1.975 -1.243  0.31
C3 -0.972 -2.682 1.457  -0.87
C4 -0.788 3.657 -0.999  0.33
C5 1.655 -0.737 -0.333  -0.51
H2 -1.886 -3.016 0.897  0.25
H3 -1.110 -2.264 2.439  0.25
N2 1.247 -1.950 0.176  -0.14
H4 -1.556 1.879 -0.334  0.42
C6 0.606 0.145 -0.258  0.79
H5 1.553 -2.905 0.020  0.23
C7 -0.664 2.278 -0.747  -0.27
H6 -0.327 -3.655 1.546  0.25
H7 2.686 -0.491 -0.697  0.35

Relative energies, unit eV: entry P 0.686; entry Q 0.000